(1)
C5H10N3S | wB97M-V/def2-TZVPD

Last column: natural (NBO) charge in e.
CARTESIAN COORDINATES (ANGSTROEM)
S (-2.175, -1.480, -0.583)  0.690
N (-3.122, -0.364, -0.071)  -0.536
N (-1.194, 0.903, 0.200)  -0.229
N (-0.583, 2.036, 0.683)  -0.606
C (-2.585, 0.736, 0.333)  0.178
C (-0.486, -0.072, -0.301)  0.337
C (1.147, -1.715, -1.148)  -0.599
C (1.052, -0.332, -0.458)  -0.301
C (1.708, -0.197, 0.893)  -0.624
H (2.118, -1.931, -1.632)  0.254
H (0.963, -2.458, -0.307)  0.219
H (1.254, 0.521, 1.460)  0.222
H (-1.307, 2.757, 0.768)  0.392
H (1.800, -1.115, 1.455)  0.244
H (0.323, -1.833, -1.889)  0.222
H (2.736, 0.223, 0.734)  0.248
H (-3.095, 1.482, 0.939)  0.233
H (1.273, 0.392, -1.262)  0.250
H (0.173, 2.446, 0.186)  0.404

multiplicity = 1
net charge = +1
E_tot = -758.60842 Eh
HOMO energy = -0.516 hartree
energy above the lowest of the compared OMol25 structures with the same formula, charge and spin = 71.00 kcal per mole
HOMO-LUMO gap = 9.37 eV
E_LUMO = -4.7 eV
max |F| = 4.54 eV/Å

---

(2)
C27H21ClN2OPS4Tl | wB97M-V/def2-TZVPD

Last column: natural (NBO) charge in e.
CARTESIAN COORDINATES (ANGSTROEM)
Tl (0.548, 1.235, 0.433)  0.662
Cl (6.481, -0.642, 2.417)  0.018
S (2.777, 0.946, -1.295)  -0.124
S (4.903, 3.815, 1.146)  0.339
S (2.016, 3.699, 0.545)  -0.161
S (5.574, 1.471, -0.470)  0.352
P (-1.146, -0.511, -1.370)  1.033
O (7.370, 3.076, 0.594)  -0.547
N (-2.458, 0.530, -1.749)  -0.898
N (-1.392, 2.420, -0.948)  -0.526
C (6.210, 2.839, 0.449)  0.195
C (4.775, -0.439, 2.562)  -0.030
C (2.555, -1.219, 2.134)  -0.138
C (-2.875, -2.487, -2.426)  -0.230
C (-1.608, -1.911, -2.463)  -0.270
C (-1.747, -1.225, 0.216)  -0.266
C (-3.414, 4.050, -1.904)  -0.130
C (2.016, -0.111, 2.826)  -0.142
C (-1.338, 3.742, -0.785)  0.077
C (-2.209, -4.058, -4.112)  -0.197
C (-0.643, -2.422, -3.322)  -0.227
C (-3.038, -1.063, 2.238)  -0.195
C (2.917, 0.830, 3.370)  -0.178
C (-3.173, -3.554, -3.253)  -0.209
C (4.276, 0.671, 3.238)  -0.237
C (3.559, 3.031, 0.323)  -0.393
C (3.870, 1.922, -0.428)  -0.400
C (0.616, 0.084, 2.914)  -0.419
C (-2.423, 1.892, -1.610)  0.395
C (3.914, -1.384, 2.010)  -0.246
C (-2.619, -0.518, 1.036)  -0.251
C (-0.945, -3.496, -4.141)  -0.195
C (-1.668, -2.995, 1.842)  -0.208
C (-1.256, -2.459, 0.636)  -0.245
C (-2.572, -2.305, 2.637)  -0.214
C (-2.316, 4.598, -1.245)  -0.297
C (-3.468, 2.688, -2.100)  -0.292
H (-4.303, 2.229, -2.606)  0.216
H (-2.900, -2.734, 3.574)  0.219
H (0.240, 0.864, 3.556)  0.204
H (2.523, 1.675, 3.913)  0.219
H (-2.446, -4.890, -4.757)  0.219
H (-2.231, 5.659, -1.079)  0.228
H (4.957, 1.401, 3.648)  0.235
H (-0.191, -3.891, -4.804)  0.219
H (-2.975, 0.456, 0.731)  0.223
H (-3.622, -2.115, -1.738)  0.214
H (-0.040, -0.755, 2.747)  0.205
H (-0.546, -2.985, 0.009)  0.219
H (0.339, -1.971, -3.335)  0.228
H (-3.729, -0.521, 2.867)  0.217
H (-4.157, -3.999, -3.225)  0.218
H (-3.220, 0.159, -2.305)  0.413
H (1.875, -1.943, 1.705)  0.206
H (-4.217, 4.685, -2.254)  0.223
H (-0.475, 4.116, -0.250)  0.215
H (-1.279, -3.950, 2.169)  0.220
H (4.328, -2.233, 1.489)  0.229

multiplicity = 1
net charge = 0
E_tot = -3793.02266 Eh
HOMO energy (spin up / spin down) = -0.248 / -0.256 hartree
energy above the lowest of the compared OMol25 structures with the same formula, charge and spin = 22.61 kcal per mole
HOMO-LUMO gap (spin up / spin down) = 5.22 / 6.08 eV
E_LUMO (spin up / spin down) = -1.5 / -0.9 eV
max |F| = 1.06 eV/Å

---

Among the records above, which one has the highest E_tot? C5H10N3S

---

What is the max |F| in the second record? 1.06 eV/Å

---

energy above the lowest of the compared OMol25 structures with the same formula, charge and spin of number 1 (C5H10N3S)? 71.00 kcal per mole

---

What is the energy above the lowest of the compared OMol25 structures with the same formula, charge and spin in the first record? 71.00 kcal per mole